[1]
Formula: C17H22F5N4O12
Source: the OMol25 dataset
Level of theory: wB97M-V/def2-TZVPD

Atoms and positions in Å:
C  -1.329  -4.170  2.990
C  -0.623  -4.738  1.758
C  0.464  -3.850  1.166
F  0.423  -3.868  -0.197
N  0.326  -2.424  1.517
N  -0.612  -1.643  0.921
C  -0.506  -0.435  1.478
N  0.474  -0.396  2.369
C  0.991  -1.638  2.385
N  2.005  -2.057  3.160
H  -0.651  -3.613  3.641
H  -2.169  -3.526  2.722
H  -1.740  -4.986  3.582
H  -1.335  -4.950  0.957
H  -0.147  -5.686  2.011
H  1.468  -4.131  1.483
H  -1.217  -1.979  0.184
H  -1.141  0.392  1.180
H  2.011  -1.790  4.131
H  2.742  -2.651  2.816
C  2.404  2.399  1.292
C  3.172  3.285  2.254
O  3.453  4.412  1.439
C  2.491  4.507  0.479
O  2.262  5.451  -0.193
O  1.799  3.337  0.427
F  4.319  2.713  2.675
H  3.103  1.775  0.728
H  1.620  1.785  1.724
H  2.608  3.621  3.126
C  3.730  -1.857  -0.180
C  5.137  -1.287  -0.233
O  5.788  -2.044  0.768
C  5.144  -3.227  0.932
O  5.530  -4.149  1.559
O  3.937  -3.185  0.284
F  5.163  0.020  0.106
H  3.155  -1.308  0.573
H  3.210  -1.851  -1.134
H  5.652  -1.418  -1.184
C  -1.249  3.940  -0.576
C  -2.337  4.082  -1.623
O  -2.566  2.708  -1.969
C  -2.203  1.928  -0.929
O  -2.444  0.764  -0.823
O  -1.512  2.641  -0.025
F  -1.936  4.747  -2.717
H  -0.264  3.939  -1.043
H  -1.283  4.690  0.208
H  -3.272  4.516  -1.265
C  -4.554  1.211  -3.988
C  -6.013  0.834  -3.809
O  -6.590  1.286  -5.010
C  -5.625  1.299  -5.978
O  -5.828  1.413  -7.135
O  -4.405  1.152  -5.405
F  -6.585  1.476  -2.760
H  -4.386  2.231  -3.644
H  -3.854  0.535  -3.504
H  -6.204  -0.235  -3.702

Force components x, y, z for each atom (eV/Å):
C -0.074 -0.085 0.074
C -0.036 -0.087 -0.002
C 0.087 0.222 0.289
F 0.049 -0.127 -0.320
N 0.176 -0.097 -0.304
N 0.081 0.343 0.456
C -0.043 -0.059 -0.048
N -0.210 -0.196 0.095
C -0.369 0.139 -0.354
N 0.060 -0.129 0.160
H -0.028 -0.073 -0.007
H 0.127 0.081 -0.003
H 0.001 0.042 -0.028
H -0.001 0.015 0.075
H -0.020 0.021 -0.085
H -0.020 -0.015 0.031
H 0.072 0.027 -0.075
H 0.069 -0.122 -0.021
H 0.251 0.268 -0.133
H -0.180 -0.213 0.069
C 0.017 -0.450 0.033
C -0.185 0.131 -0.115
O -0.103 0.163 0.085
C 0.195 -0.117 0.187
O 0.050 -0.056 -0.005
O -0.300 0.317 -0.426
F 0.084 0.033 -0.138
H 0.080 0.003 0.083
H 0.098 0.035 0.259
H 0.055 -0.072 0.066
C -0.151 0.229 -0.064
C -0.051 -0.184 0.059
O 0.232 -0.144 -0.138
C -0.072 0.127 0.078
O -0.047 0.043 0.033
O -0.060 -0.068 0.093
F -0.056 0.006 0.094
H 0.013 0.172 -0.112
H 0.026 -0.152 -0.021
H 0.032 0.093 0.002
C 0.257 0.395 -0.008
C 0.047 -0.253 0.130
O -0.284 -0.166 0.219
C 0.119 0.394 -0.349
O 0.065 -0.166 0.048
O -0.008 -0.143 0.124
F 0.100 -0.107 0.000
H -0.014 0.061 -0.034
H -0.068 -0.066 0.067
H -0.019 0.014 -0.067
C -0.070 0.001 -0.021
C 0.050 0.005 -0.086
O -0.091 -0.174 -0.059
C -0.006 0.100 -0.012
O 0.015 0.026 0.064
O 0.082 -0.022 -0.005
F 0.017 0.101 0.000
H -0.040 -0.029 0.037
H 0.021 -0.048 -0.078
H -0.021 0.008 0.110

Computed properties:
- HOMO energy: -12.946 eV
- DFT total energy: -2282.0461 Ha
- Net charge: +1
- Kohn-Sham gap: 9.39 eV

Atomic partial charges in e from the Löwdin method, atoms 1 to 6: -0.074 -0.144 -0.265 0.055 0.046 0.182

[2]
Formula: C17H22InO8
Source: the OMol25 dataset
Level of theory: wB97M-V/def2-TZVPD

Atoms and positions in Å:
C  -1.426  -0.355  0.400
C  -0.480  0.827  0.138
C  -1.184  2.145  -0.237
C  -2.492  2.457  0.511
C  -3.759  2.559  -0.395
In  -5.188  0.853  0.007
H  -2.392  -0.206  -0.067
H  -1.009  -1.274  -0.011
H  -1.567  -0.506  1.466
H  0.165  0.979  0.999
H  0.148  0.548  -0.703
H  -0.472  2.943  -0.015
H  -1.336  2.187  -1.314
H  -2.362  3.438  0.974
H  -2.653  1.766  1.337
H  -4.252  3.511  -0.225
H  -3.419  2.523  -1.427
H  -6.892  1.292  -0.272
H  -4.653  -0.511  -1.048
H  -4.890  0.355  1.711
C  1.089  -1.246  3.636
C  1.322  -2.183  4.563
C  2.331  -1.991  5.657
O  2.473  -2.888  6.468
C  3.088  -0.748  5.691
C  2.859  0.189  4.764
C  1.836  0.004  3.680
O  1.686  0.909  2.884
O  3.504  1.349  4.723
O  0.685  -3.351  4.593
H  0.361  -1.371  2.845
H  3.820  -0.624  6.477
H  3.130  1.833  3.959
H  1.038  -3.830  5.368
C  2.432  -1.566  -5.627
C  1.509  -0.794  -6.211
C  0.513  0.003  -5.416
O  -0.274  0.691  -6.038
C  0.551  -0.093  -3.966
C  1.474  -0.867  -3.381
C  2.483  -1.647  -4.174
O  3.300  -2.314  -3.566
O  1.571  -1.003  -2.065
O  1.395  -0.663  -7.529
H  3.154  -2.140  -6.191
H  -0.180  0.470  -3.401
H  2.315  -1.616  -1.906
H  0.648  -0.046  -7.668

Force components x, y, z for each atom (eV/Å):
C 0.388 0.146 -0.040
C -0.460 -0.130 -0.336
C 0.286 -0.099 0.547
C -0.377 0.720 -0.381
C 0.308 -0.803 0.570
In 0.206 0.017 -0.118
H -0.237 -0.042 -0.005
H 0.057 -0.156 0.005
H -0.284 -0.027 0.118
H 0.087 0.027 0.030
H 0.365 0.071 -0.010
H 0.120 0.126 -0.141
H -0.228 -0.100 -0.150
H 0.075 0.040 0.232
H 0.084 -0.208 0.068
H -0.142 0.174 -0.074
H -0.180 0.106 -0.294
H 0.077 -0.023 -0.005
H -0.141 0.096 0.055
H -0.049 0.087 -0.109
C 0.016 0.197 -0.139
C -0.246 -0.096 -0.214
C 0.348 0.377 0.144
O -0.110 -0.148 -0.048
C -0.018 -0.242 0.139
C 0.252 0.133 0.236
C -0.440 -0.454 -0.222
O 0.262 0.225 0.135
O -0.120 0.002 -0.138
O 0.131 -0.001 0.154
H -0.016 -0.001 0.016
H 0.000 0.023 -0.002
H -0.006 -0.029 0.017
H -0.014 0.032 -0.033
C 0.147 -0.125 0.189
C 0.195 -0.164 -0.270
C -0.139 0.096 0.601
O 0.032 -0.021 -0.231
C -0.155 0.144 -0.226
C -0.248 0.176 0.226
C 0.126 -0.080 -0.510
O -0.043 0.014 0.189
O 0.222 -0.188 -0.099
O -0.114 0.099 0.071
H -0.005 0.009 -0.018
H 0.011 -0.023 0.035
H -0.034 0.029 -0.001
H 0.012 -0.009 0.036

Computed properties:
- HOMO energy: -4.076 eV
- DFT total energy: -1452.9580 Ha
- Net charge: -1
- Kohn-Sham gap: 4.22 eV

Atomic partial charges in e from the Löwdin method, atoms 1 to 6: -0.106 -0.249 -0.223 -0.330 -0.353 0.170

[3]
Formula: C17H22IrN2O5S2
Source: the OMol25 dataset
Level of theory: wB97M-V/def2-TZVPD

Atoms and positions in Å:
Ir  -1.412  -2.117  0.266
O  0.585  -2.153  -0.014
N  1.269  -1.573  0.977
C  2.458  -1.033  0.647
C  3.276  -0.519  1.615
C  2.838  -0.544  2.949
C  1.598  -1.052  3.247
C  0.765  -1.554  2.235
S  -0.843  -2.125  2.460
H  2.665  -1.050  -0.413
H  4.226  -0.088  1.333
H  3.464  -0.144  3.736
H  1.212  -1.058  4.257
O  -4.032  -4.364  -1.357
S  -3.016  -3.547  -0.777
O  -1.938  -4.258  0.008
O  -2.237  -2.667  -1.729
O  -3.500  -2.516  0.246
C  2.868  2.644  -0.745
C  1.837  1.647  -1.211
C  1.921  1.071  -2.469
C  0.953  0.152  -2.883
C  1.028  -0.483  -4.248
C  -0.083  -0.177  -2.031
C  -0.185  0.353  -0.729
C  0.802  1.281  -0.354
N  -1.215  -0.075  0.102
C  -1.977  0.910  0.888
C  -2.253  2.150  0.022
C  -3.337  0.295  1.229
C  -1.341  1.376  2.216
H  3.691  2.722  -1.458
H  3.285  2.358  0.224
H  2.431  3.639  -0.628
H  2.733  1.343  -3.138
H  1.832  -0.047  -4.844
H  0.091  -0.354  -4.792
H  1.206  -1.557  -4.168
H  -0.839  -0.885  -2.349
H  0.792  1.701  0.642
H  -2.732  1.848  -0.911
H  -1.339  2.691  -0.224
H  -2.919  2.833  0.555
H  -3.826  -0.074  0.328
H  -3.970  1.049  1.704
H  -3.235  -0.546  1.914
H  -0.458  1.996  2.066
H  -1.072  0.521  2.835
H  -2.066  1.979  2.772

Force components x, y, z for each atom (eV/Å):
Ir -0.411 -0.301 -0.452
O 0.193 0.016 0.012
N 0.087 -0.007 0.212
C -0.041 -0.070 0.055
C -0.015 -0.014 0.243
C 0.051 -0.010 -0.254
C -0.022 0.008 -0.036
C -0.054 -0.084 -0.041
S 0.343 0.163 0.191
H 0.026 -0.010 0.013
H 0.003 -0.002 0.006
H 0.001 0.002 0.000
H 0.007 0.013 0.001
O 0.019 -0.016 -0.009
S -0.062 -0.010 0.103
O -0.021 0.096 -0.058
O 0.046 0.059 -0.010
O -0.041 -0.011 -0.034
C -0.008 0.001 -0.013
C -0.031 0.047 0.004
C -0.005 0.000 -0.002
C 0.036 -0.005 -0.009
C -0.001 0.003 -0.008
C 0.040 -0.049 0.066
C -0.175 0.063 -0.051
C 0.002 0.067 -0.067
N 0.187 -0.022 0.102
C -0.097 0.047 -0.036
C -0.010 -0.001 0.019
C -0.004 0.033 -0.006
C 0.002 -0.022 0.012
H 0.000 0.000 0.000
H -0.010 -0.004 0.009
H 0.003 0.000 0.005
H -0.003 -0.002 0.000
H -0.003 0.000 0.001
H -0.001 -0.001 0.001
H 0.003 0.001 0.003
H -0.017 -0.023 -0.001
H -0.008 -0.008 0.020
H -0.004 0.002 0.000
H -0.012 -0.001 -0.007
H 0.002 0.000 0.003
H 0.000 0.018 0.029
H 0.000 0.010 0.001
H -0.004 0.010 0.003
H 0.018 -0.002 -0.007
H -0.008 0.011 -0.011
H -0.001 0.003 -0.002

Computed properties:
- HOMO energy: -3.860 eV
- DFT total energy: -2047.4813 Ha
- Energy above the lowest of the compared OMol25 structures with the same formula, charge and spin: 0.000 eV
- Net charge: -1
- Kohn-Sham gap: 6.42 eV

Atomic partial charges in e from the Löwdin method, atoms 1 to 6: 1.163 -0.260 -0.177 -0.023 -0.063 -0.073

[4]
Formula: C17H22N2O2
Source: the OMol25 dataset
Level of theory: wB97M-V/def2-TZVPD

Atoms and positions in Å:
C  -0.066  5.419  2.641
C  -1.070  4.798  3.356
C  -2.468  4.417  2.707
N  -2.224  3.154  1.908
C  -1.724  2.075  2.636
C  -1.411  0.827  1.970
C  -1.638  0.675  0.495
C  -1.312  -0.670  -0.177
C  -0.962  -1.836  0.669
C  -0.619  -3.098  0.023
N  -0.599  -3.276  -1.351
O  -0.232  -4.491  -1.800
C  1.063  -4.452  -2.471
C  2.190  -3.754  -1.604
O  2.196  -2.330  -1.726
C  3.467  -1.802  -2.169
C  3.716  -0.481  -1.310
C  -0.960  -2.219  -2.171
C  -1.325  -0.902  -1.645
C  -2.171  1.857  -0.202
C  -2.447  3.094  0.559
H  0.122  5.074  1.594
H  0.518  6.204  3.178
H  -0.839  4.530  4.425
H  -2.840  5.249  2.045
H  -3.249  4.259  3.502
H  -1.539  2.178  3.730
H  -0.988  0.010  2.606
H  -0.932  -1.816  1.779
H  -0.329  -3.965  0.661
H  1.000  -4.035  -3.520
H  1.394  -5.524  -2.608
H  3.160  -4.258  -1.848
H  1.958  -3.983  -0.516
H  4.343  -2.473  -1.979
H  3.371  -1.453  -3.232
H  4.652  0.053  -1.622
H  2.828  0.189  -1.524
H  3.694  -0.678  -0.207
H  -0.956  -2.395  -3.280
H  -1.592  -0.034  -2.289
H  -2.353  1.830  -1.306
H  -2.824  4.034  0.074

Force components x, y, z for each atom (eV/Å):
C -1.495 -1.106 0.922
C 0.572 0.686 -0.466
C 1.426 0.209 0.565
N -0.262 -1.261 -0.184
C 0.266 -1.813 -2.180
C -0.810 1.761 -1.050
C -0.378 1.796 1.340
C 0.471 -2.042 -0.534
C -0.020 -0.267 -2.935
C -0.214 1.464 0.683
N -0.904 3.338 1.898
O 0.096 -0.208 -0.605
C 2.279 -0.236 -0.678
C -1.167 -0.604 0.495
O 0.841 -1.224 -0.392
C 0.606 2.389 0.871
C -1.013 -0.157 -0.605
C -0.349 1.376 0.262
C 0.656 -1.441 2.324
C 0.553 -0.184 1.988
C 0.641 -1.882 -0.382
H -0.547 1.558 0.492
H 0.477 -1.496 -0.591
H -1.116 1.244 -0.782
H 0.566 -1.094 0.485
H 0.859 -0.191 -0.876
H -0.331 0.201 -1.159
H -0.510 0.975 -0.781
H -0.067 -0.069 -1.150
H -0.305 0.678 -0.941
H -0.214 -0.123 1.259
H -0.911 1.007 0.409
H -0.749 0.687 0.077
H 0.372 -0.017 -1.106
H -1.039 0.166 -0.448
H 0.311 -0.797 0.787
H -0.850 -0.594 0.357
H 1.060 -0.508 0.226
H 0.301 -0.013 -1.016
H 0.065 0.019 1.359
H 0.343 -1.259 0.202
H 0.103 0.233 1.306
H 0.388 -1.203 0.554

Computed properties:
- HOMO energy: -14.781 eV
- DFT total energy: -920.1784 Ha
- Net charge: +2
- Kohn-Sham gap: 6.57 eV

Atomic partial charges in e from the Löwdin method, atoms 1 to 6: 0.040 -0.159 -0.083 -0.066 0.032 0.066

[5]
Formula: C17H22N2O4
Source: the OMol25 dataset
Level of theory: wB97M-V/def2-TZVPD

Atoms and positions in Å:
O  0.584  -3.080  0.889
C  0.939  -2.166  0.169
N  0.098  -1.548  -0.699
H  0.447  -0.810  -1.287
C  -1.310  -1.854  -0.769
C  -2.170  -0.658  -0.356
H  -1.904  -0.350  0.656
C  -3.655  -1.015  -0.384
N  -4.473  0.053  0.162
C  -5.776  -0.414  0.607
H  -5.636  -1.219  1.331
C  -6.519  0.743  1.275
O  -6.684  1.827  0.392
C  -5.433  2.275  -0.069
C  -4.659  1.155  -0.766
H  -3.686  1.536  -1.077
H  -5.218  0.833  -1.664
H  -5.635  3.094  -0.762
H  -4.835  2.647  0.776
H  -7.522  0.436  1.575
H  -5.953  1.067  2.161
H  -6.381  -0.793  -0.236
H  -3.958  -1.276  -1.413
H  -3.805  -1.899  0.242
H  -1.968  0.177  -1.031
H  -1.570  -2.165  -1.788
H  -1.475  -2.694  -0.090
C  2.333  -1.666  0.168
C  2.688  -0.393  -0.034
C  4.034  0.152  0.019
C  4.197  1.535  -0.077
C  5.445  2.146  -0.035
C  6.537  1.324  0.103
C  6.392  -0.064  0.195
C  5.166  -0.671  0.156
H  5.085  -1.742  0.224
O  7.629  -0.638  0.318
C  8.555  0.426  0.308
O  7.862  1.649  0.168
H  9.253  0.301  -0.535
H  9.123  0.431  1.252
H  5.556  3.215  -0.107
H  3.322  2.158  -0.182
H  1.920  0.346  -0.232
H  3.057  -2.415  0.449

Force components x, y, z for each atom (eV/Å):
O 0.055 -0.217 0.199
C -0.063 0.168 -0.235
N -0.095 0.229 -0.234
H 0.099 -0.139 0.050
C -0.237 0.121 0.098
C -0.140 -0.375 -0.093
H 0.028 0.033 0.009
C 0.265 0.175 0.051
N -0.100 -0.075 -0.017
C -0.149 0.275 0.141
H -0.037 -0.019 -0.017
C 0.001 -0.403 0.083
O -0.144 0.036 -0.090
C 0.296 0.025 -0.261
C -0.126 0.251 0.190
H -0.017 0.033 -0.055
H 0.057 0.014 0.021
H 0.081 -0.028 0.046
H -0.027 0.006 -0.087
H 0.084 -0.016 0.040
H -0.062 -0.049 -0.037
H 0.011 -0.021 0.052
H -0.051 -0.052 0.057
H -0.024 -0.029 -0.047
H 0.035 0.083 0.011
H 0.003 -0.061 0.103
H -0.027 0.051 -0.144
C 0.229 0.326 0.099
C -0.409 -0.470 0.037
C 0.449 0.416 -0.024
C -0.208 -0.345 0.016
C 0.545 -0.029 0.041
C -0.290 -0.455 0.016
C -0.083 0.498 -0.027
C 0.258 0.106 0.014
H -0.006 -0.183 0.005
O -0.479 -0.206 -0.024
C 1.288 -0.129 0.105
O -0.418 0.300 -0.058
H -0.237 0.033 0.149
H -0.214 0.009 -0.184
H 0.009 0.143 -0.010
H -0.116 0.028 -0.014
H -0.117 0.024 -0.005
H 0.085 -0.082 0.028

Computed properties:
- HOMO energy: -8.135 eV
- DFT total energy: -1071.4303 Ha
- Energy above the lowest of the compared OMol25 structures with the same formula, charge and spin: 3.028 eV
- Net charge: 0
- SMILES string: O=C(/C=C/c1ccc2c(c1)OCO2)NCCCN1CCOCC1
- Kohn-Sham gap: 8.44 eV

Atomic partial charges in e from the Löwdin method, atoms 1 to 6: 0.054 -0.502 0.053 0.129 -0.189 -0.167